Entry from OMol25: a molecular structure, H5N4O (the ωB97M-V functional and the def2-TZVPD basis).

As for the relative energy (zero: lowest compared OMol25 entry of this formula, charge and spin): 30.4 kcal/mol. Its charge is -1.

```
10
Properties=species:S:1:pos:R:3:forces:R:3:mulliken_charge:R:1
N -0.93163 -1.42050 0.40945 0.1125 -0.2061 -0.0978 -0.58
N 0.39073 1.58639 -0.13517 -0.1610 0.1951 0.3317 -0.60
N -0.01524 -0.62280 1.11537 0.3105 0.7722 -0.3584 -0.48
N 0.93403 0.23004 -0.20857 -0.3176 -0.7577 0.4949 -0.06
O 0.51082 -0.36097 -1.29150 0.2087 0.4399 -0.3199 -0.69
H -0.58178 -2.38016 0.49748 -0.0572 0.3394 -0.0484 0.22
H -0.69657 -1.16194 -0.60827 -0.1945 -0.1160 0.3837 0.35
H 1.17833 2.21233 -0.28857 -0.0885 -0.2019 -0.0765 0.30
H -0.26285 1.70514 -0.91239 0.1032 -0.2280 -0.0286 0.22
H -0.52584 0.21247 1.42217 0.0838 -0.2368 -0.2807 0.32
```
Forces are in eV/Å.